1.
{
  "formula": "C53H43Br2Cl4N2O5SeSiSn",
  "method": "ωB97M-V/def2-TZVPD",
  "relative_energy_kj_mol": 297.9,
  "charge": -1,
  "species": ["Sn", "Br", "Br", "Se", "Cl", "Cl", "Cl", "Cl", "Si", "O", "O", "O", "O", "O", "N", "N", "C", "C", "C", "C", "C", "C", "C", "C", "C", "C", "C", "C", "C", "C", "C", "C", "C", "C", "C", "C", "C", "C", "C", "C", "C", "C", "C", "C", "C", "C", "C", "C", "C", "C", "C", "C", "C", "C", "C", "C", "C", "C", "C", "C", "C", "C", "C", "C", "C", "C", "C", "C", "C", "H", "H", "H", "H", "H", "H", "H", "H", "H", "H", "H", "H", "H", "H", "H", "H", "H", "H", "H", "H", "H", "H", "H", "H", "H", "H", "H", "H", "H", "H", "H", "H", "H", "H", "H", "H", "H", "H", "H", "H", "H", "H", "H"],
  "coordinates": [[-0.59031, 0.32539, -0.04077], [-1.94566, 7.01580, 3.64684], [-5.34314, 4.97228, -3.16552], [0.11271, -1.30678, 3.20985], [4.01289, -5.16968, -1.18917], [4.39653, -5.14968, 1.92096], [3.01092, -2.88881, 3.61446], [2.11892, -3.06175, -2.54004], [-0.00612, 1.32270, -3.42104], [0.82275, -1.30015, -0.66096], [1.39721, -0.99556, 1.97902], [-3.89103, -2.49380, 0.40051], [-0.63736, 1.01611, -1.97413], [-2.25145, -0.98057, 0.50590], [-2.79149, 2.17963, -0.46949], [-0.79738, 3.33912, 1.05291], [-0.28750, 4.85264, 2.83451], [0.37628, -5.18115, 0.62224], [-1.96671, 0.22044, -6.95882], [0.43860, -0.65008, 7.22316], [3.95403, 0.33855, -2.57276], [-0.50320, 5.96028, -3.87194], [0.85503, -0.61950, 4.84990], [1.57562, 0.10509, 7.46287], [3.17947, -4.00073, -0.22339], [1.92576, -2.06100, 1.30551], [0.91419, 4.03588, -3.60139], [4.50721, 0.13107, -3.82657], [-2.30196, 5.12304, 1.56189], [-2.77760, 3.49483, -0.28810], [1.98715, 0.47947, 8.86225], [2.31490, 0.51795, 6.36882], [-1.34272, -3.03891, -2.00201], [2.33902, -3.07913, -0.82569], [-1.91957, 4.01003, 0.81748], [-0.00820, 3.75397, 2.03304], [-0.17243, 3.17260, -3.75254], [-0.28672, -4.76330, 1.76914], [-1.30540, -3.81671, 1.71971], [-4.30156, 3.83020, -2.07305], [3.37383, -3.98260, 1.15653], [2.87220, 0.77174, 3.98239], [3.72876, 0.30970, -4.96173], [-1.59753, 5.12173, -4.04034], [-2.71224, -2.18715, 0.43396], [-1.26315, -0.94708, -4.54863], [-1.17597, -1.84714, 5.74100], [-0.93418, 0.39440, -4.76860], [1.81648, 0.89029, -3.58396], [-1.29672, 0.96046, -5.99151], [1.98220, 0.19109, 5.05426], [-1.93151, -1.69183, -5.50817], [-3.54444, 1.68397, -1.44118], [-1.42892, 3.74691, -3.97723], [-4.32715, 2.46477, -2.28061], [1.63329, -2.10442, -0.07745], [-2.28569, -1.10683, -6.71698], [2.39784, 0.68110, -4.83702], [2.62325, 0.71798, -2.45846], [-3.51954, 4.37065, -1.07202], [-1.46346, 5.53141, 2.57956], [-2.05363, -3.44836, 2.97464], [1.44779, -6.23772, 0.68968], [0.00412, -4.62089, -0.59338], [2.74959, -2.98722, 1.90444], [0.75423, 5.41554, -3.65635], [-0.98885, -3.65287, -0.67579], [-1.64077, -3.25199, 0.49077], [0.06366, -1.01791, 5.94050], [5.53989, -0.18189, -3.91963], [-4.91924, 2.01951, -3.06559], [-0.17673, -0.97179, 8.05663], [-2.80955, -1.68564, -7.46778], [-0.96038, -2.02171, -2.06045], [4.15643, 0.14641, -5.94310], [1.90128, 3.62174, -3.43433], [4.55199, 0.18769, -1.68218], [-0.93056, -2.84227, 5.36255], [-1.40380, -3.52694, 3.84733], [-0.63198, 7.03487, -3.90890], [-3.46655, 5.43992, -0.92722], [-2.42619, -3.00211, -2.14479], [3.04750, 0.28378, 9.02469], [-3.53017, 0.60568, -1.54953], [2.09360, -6.20045, -0.18811], [-1.71236, -1.96437, 6.68149], [-2.29396, 3.10330, -4.10128], [1.00677, -7.23606, 0.74020], [-2.45233, -2.43271, 2.92623], [0.51860, -4.92622, -1.49924], [-0.00553, -5.18493, 2.72923], [2.07393, -6.10913, 1.57413], [3.19646, 1.13150, 6.52754], [-0.98921, -1.41283, -3.61129], [-0.89669, -3.59988, -2.82323], [1.42157, -0.08699, 9.60141], [3.88334, 0.36882, 4.07123], [1.61110, 6.06523, -3.53017], [2.52997, 0.56556, 2.98249], [-2.58119, 5.54192, -4.21860], [1.81724, 1.54059, 9.05464], [-1.86305, -1.38932, 5.02276], [-2.24219, 0.68076, -7.89998], [-2.90407, -4.11641, 3.11896], [2.93935, 1.85417, 4.11357], [-3.23393, 5.63432, 1.37101], [1.79619, 0.79651, -5.73200], [0.89490, 3.17464, 2.19566], [0.38513, 5.15666, 3.62207], [-1.05604, 1.99788, -6.19213], [2.20246, 0.86136, -1.47237], [-2.17722, -2.72860, -5.31391]]
}

---

2.
{
  "formula": "C53H43N2O7",
  "method": "ωB97M-V/def2-TZVPD",
  "charge": 1,
  "species": ["O", "O", "O", "O", "O", "O", "O", "N", "N", "C", "C", "C", "C", "C", "C", "C", "C", "C", "C", "C", "C", "C", "C", "C", "C", "C", "C", "C", "C", "C", "C", "C", "C", "C", "C", "C", "C", "C", "C", "C", "C", "C", "C", "C", "C", "C", "C", "C", "C", "C", "C", "C", "C", "C", "C", "C", "C", "C", "C", "C", "C", "C", "H", "H", "H", "H", "H", "H", "H", "H", "H", "H", "H", "H", "H", "H", "H", "H", "H", "H", "H", "H", "H", "H", "H", "H", "H", "H", "H", "H", "H", "H", "H", "H", "H", "H", "H", "H", "H", "H", "H", "H", "H", "H", "H"],
  "coordinates": [[6.26838, 1.26137, -4.40279], [2.23483, 5.30328, 4.65002], [-3.00202, -3.05615, -6.56373], [0.82195, 0.73302, 2.82877], [-0.39152, 5.08880, 9.28808], [-2.29059, -8.13505, -5.09743], [2.38816, 0.02254, -0.95746], [-1.53690, -1.56051, 0.49881], [-2.14678, 0.47261, 3.82726], [4.13866, -0.27258, -5.36783], [-3.57563, -7.68227, -7.53599], [2.16213, -0.98056, -3.53575], [1.23222, 8.75981, 8.11257], [-1.51690, -3.51705, -4.24267], [-4.47747, -6.05931, -9.07530], [5.44874, 2.57358, 0.34567], [4.39997, 1.74975, -0.04969], [-2.42678, -6.97604, -5.44842], [-4.02238, -5.02803, -8.26113], [-1.89131, -5.87234, -4.61899], [-0.36386, 1.07300, 2.03935], [1.09712, 3.96869, 6.21063], [5.40140, 1.52697, -2.23700], [3.22262, -0.16977, -3.13764], [1.24871, 2.81283, 5.44271], [-2.81606, -4.21787, -6.24393], [-0.81684, -3.81455, -3.07791], [1.65899, 5.24999, 5.72327], [-2.99208, 0.53904, -1.87899], [-4.24604, -7.38594, -8.71782], [4.37647, 1.21989, -1.34111], [6.48184, 2.86359, -0.54316], [0.11810, 1.53289, 7.14711], [-3.21237, -1.97452, 2.41935], [0.75916, 1.59842, 5.91084], [-3.33378, -5.32167, -7.08305], [5.36825, 1.00545, -3.62292], [2.09149, 7.66154, 6.14419], [-2.05326, -1.12708, 1.81033], [-1.53771, 0.12354, 2.56971], [6.45937, 2.34216, -1.83242], [1.95227, 8.80726, 6.92070], [-2.25590, 1.83171, -1.25339], [-0.04970, 2.68623, 7.90646], [1.51761, 6.45999, 6.56286], [-2.06052, -4.54594, -5.01339], [2.08609, -1.43054, -4.84905], [3.26531, 0.33326, -1.74971], [-3.23668, -0.24786, 4.44312], [-3.82953, -1.54012, 3.77619], [-2.63712, -1.76820, -0.50070], [0.81350, 6.40876, 7.76661], [-1.20062, -6.16732, -3.44204], [1.24761, -0.62064, 2.51599], [4.21979, 0.17346, -4.04827], [0.23507, 5.13340, 8.24376], [0.43433, 3.90785, 7.43643], [-0.66523, -5.13949, -2.67388], [3.06963, -1.06867, -5.76823], [-3.12334, -6.65065, -6.71275], [0.66360, 7.56359, 8.53612], [-3.56403, -0.48561, -0.77418], [4.90442, 0.00199, -6.08650], [-0.25270, 0.58214, 7.51784], [-1.63418, -2.48196, -4.55025], [-4.56008, -0.89469, -1.20365], [5.46244, 2.98875, 1.34844], [-3.40294, -8.71788, -7.26040], [2.40374, 9.73918, 6.59580], [-4.59058, -8.18984, -9.36026], [-0.08151, 0.91290, 0.94479], [-2.94095, 2.46852, -0.60095], [-0.55413, 2.63037, 8.86617], [7.26479, 2.57575, -2.52159], [-3.62348, -2.90076, 1.88260], [-4.69128, -2.13306, 4.24066], [-0.39033, -3.01264, -2.48281], [2.39611, -0.62217, 2.58935], [-1.92386, 2.49617, -2.14023], [0.88194, 0.70021, 5.31436], [-1.81392, 1.32314, 4.31296], [-0.58104, 2.18817, 2.25074], [-3.30648, -2.66069, -0.23144], [0.10794, 7.53208, 9.46803], [-3.91758, 0.94647, -2.44360], [-5.00877, -5.82920, -9.99324], [-3.69966, 0.10165, 5.43224], [-4.20102, -3.99658, -8.54788], [1.25709, -2.05928, -5.15909], [3.59998, 1.52548, 0.64926], [-3.84961, 0.11417, 0.15519], [-2.34585, -0.02928, -2.64451], [3.00404, -1.40907, -6.79657], [-2.15416, -2.04055, -1.51560], [7.30348, 3.50058, -0.23175], [1.39144, -1.26033, -2.82449], [-0.94016, -0.81674, 0.10749], [0.97862, -0.96841, 1.46162], [1.11797, 9.65578, 8.71424], [0.87235, -1.40772, 3.25894], [-1.07513, -7.19784, -3.12484], [-1.29528, 1.48143, -0.74491], [2.65118, 7.70674, 5.21517], [1.75184, 2.85611, 4.48167], [-0.12509, -5.37102, -1.76122]]
}

---

Per-record E_LUMO, eV: 1.8 -4.5
Per-record E_HOMO, eV: -5.2 -11.3
Per-record frontier orbital gap, eV: 7.09 6.79